Entry 1:
{"formula": "C2H10N2O", "method": "ωB97M-V with the def2-TZVPD basis set", "charge": 2, "de_lowest_kcal_mol": 7.2, "largest_force_ev_per_a": 3.90, "orbital_gap_ha": 0.453, "e_lumo_ha": -0.312, "species": ["C", "C", "N", "N", "O", "H", "H", "H", "H", "H", "H", "H", "H", "H", "H"], "coordinates": [[-1.90, 0.48, -1.24], [1.13, -1.03, 0.53], [-2.78, 1.33, -1.68], [2.24, -0.28, 1.15], [0.02, -0.06, 0.49], [-0.95, 0.59, -0.77], [-2.13, -0.60, -1.16], [0.67, -1.78, 1.21], [1.39, -1.23, -0.53], [-2.59, 2.35, -1.72], [-3.70, 0.99, -2.00], [-0.56, -0.35, 1.22], [3.14, -0.70, 0.77], [2.30, 0.68, 0.92], [2.36, -0.37, 2.14]], "nbo_charge": [0.14, 0.07, -0.57, -0.69, -0.73, 0.26, 0.22, 0.25, 0.24, 0.46, 0.46, 0.51, 0.47, 0.46, 0.46]}



Entry 2:
{"formula": "C5H14NOS", "method": "ωB97M-V with the def2-TZVPD basis set", "charge": 1, "de_lowest_kcal_mol": 147.7, "largest_force_ev_per_a": 4.47, "orbital_gap_ha": [0.317, 0.317], "e_lumo_ha": [-0.156, -0.156], "species": ["C", "C", "C", "C", "C", "N", "O", "S", "H", "H", "H", "H", "H", "H", "H", "H", "H", "H", "H", "H", "H", "H"], "coordinates": [[0.78, -1.48, -0.29], [-3.18, 0.69, -0.29], [1.96, 0.40, 1.56], [2.79, 0.23, -1.19], [-1.45, -1.06, 0.42], [-1.93, -0.02, -0.54], [0.48, 1.23, -0.68], [1.32, 0.12, -0.16], [0.89, -1.86, 0.70], [-3.17, 1.22, 0.75], [-3.46, 1.35, -1.07], [-4.03, -0.08, -0.17], [2.73, -0.25, 1.98], [2.46, 1.36, 1.64], [1.15, 0.35, 2.28], [3.25, 1.16, -1.00], [3.33, -0.76, -1.14], [2.49, 0.20, -2.21], [-1.67, -2.08, 0.10], [-1.62, -0.88, 1.55], [-2.06, -0.41, -1.46], [-1.06, 0.57, -0.78]], "nbo_charge": [-0.67, -0.43, -0.85, -0.83, -0.28, -0.59, -0.93, 1.70, 0.19, 0.24, 0.24, 0.23, 0.28, 0.26, 0.26, 0.26, 0.28, 0.27, 0.23, 0.24, 0.43, 0.48]}



Entry 3:
{"formula": "C7H3BF4I2NO5Rh", "method": "ωB97M-V with the def2-TZVPD basis set", "s_squared": 6.0155, "multiplicity": 5, "largest_force_ev_per_a": 0.42, "orbital_gap_ha": [0.326, 0.244], "e_lumo_ha": [-0.038, -0.137], "species": ["Rh", "O", "C", "C", "C", "N", "C", "C", "C", "O", "O", "C", "O", "O", "H", "H", "H", "I", "I", "F", "B", "F", "F", "F"], "coordinates": [[0.69, 0.26, -0.06], [0.31, -3.86, 4.25], [0.39, -2.98, 3.25], [0.77, -3.35, 1.96], [0.82, -2.36, 0.99], [0.52, -1.11, 1.32], [0.12, -0.73, 2.53], [0.04, -1.65, 3.55], [-0.26, 0.75, 2.55], [-0.57, 1.32, 3.56], [-0.23, 1.29, 1.34], [1.15, -2.49, -0.49], [1.53, -3.53, -0.96], [0.94, -1.37, -1.15], [0.55, -4.74, 3.96], [1.02, -4.36, 1.69], [-0.28, -1.36, 4.54], [3.39, 0.73, 0.68], [2.70, 3.43, -0.87], [-0.26, 3.55, -2.50], [-0.41, 2.22, -2.63], [0.05, 1.67, -3.76], [-1.50, 1.67, -2.07], [0.79, 1.69, -1.49]], "mulliken_spin": [1.59, 0.00, 0.00, -0.01, 0.00, -0.07, 0.01, 0.00, -0.02, 0.02, 0.12, -0.01, 0.02, 0.12, 0.00, 0.00, 0.00, 0.82, 1.35, 0.00, 0.00, 0.00, 0.00, 0.05]}



Entry 4:
{"formula": "O4PS", "method": "ωB97M-V with the def2-TZVPD basis set", "charge": -1, "de_lowest_kcal_mol": 7.8, "smiles": "O=P([O-])=S(=O)=O", "largest_force_ev_per_a": 2.84, "orbital_gap_ha": 0.298, "e_lumo_ha": 0.123, "species": ["O", "P", "O", "S", "O", "O"], "coordinates": [[-2.49, 0.23, -0.84], [-1.24, -0.08, -0.04], [-1.33, -0.56, 1.35], [1.35, -0.04, 0.24], [1.81, 1.34, 0.12], [1.90, -0.88, -0.83]], "nbo_charge": [-1.10, 1.53, -1.11, 1.55, -0.93, -0.93]}